Density functional theory data (wB97M-V/def2-TZVPD) for a molecular structure, C19H46AsF6O16.

```
88
Properties=species:S:1:pos:R:3
As 0.458 0.937 0.838
F -0.670 1.940 1.818
F -0.984 0.143 0.096
F 1.495 -0.114 -0.234
F 1.876 1.684 1.675
F 0.380 -0.343 2.138
F 0.590 2.202 -0.367
C -1.917 4.131 -1.119
O -2.124 3.919 0.319
H -1.831 3.098 -1.455
H -2.736 4.803 -1.374
H -0.987 4.660 -1.329
H -1.659 3.093 0.471
C 0.025 0.609 5.649
O 1.299 0.785 5.004
H 0.017 -0.415 6.023
H -0.160 1.412 6.362
H -0.755 0.580 4.888
H 1.138 0.538 4.091
C -2.337 3.886 4.115
O -2.550 2.533 3.791
H -2.603 4.577 3.315
H -2.916 4.122 5.007
H -1.268 3.998 4.299
H -2.198 2.371 2.913
C 3.444 -1.543 2.474
O 2.591 -2.209 1.573
H 3.759 -0.635 1.959
H 2.877 -1.327 3.379
H 4.288 -2.205 2.670
H 1.962 -1.622 1.148
C 1.848 1.582 -3.534
O 2.931 1.604 -4.365
H 1.681 0.562 -3.189
H 1.852 2.311 -2.723
H 0.931 1.866 -4.050
H 2.845 0.987 -5.096
C 1.581 4.914 1.296
O 2.502 5.974 1.243
H 1.327 4.648 2.322
H 0.704 5.179 0.706
H 1.967 4.104 0.677
H 2.462 6.433 0.401
C 4.398 2.216 -1.114
O 4.885 2.597 -2.310
H 4.042 1.186 -1.127
H 5.175 2.313 -0.356
H 3.615 2.875 -0.736
H 4.386 2.305 -3.076
C -4.048 0.119 1.734
C -3.493 -1.259 1.505
C -2.826 -1.933 2.739
O -3.481 -3.166 2.804
C -4.463 -3.274 1.786
O -5.214 -4.262 1.564
O -4.567 -2.106 1.190
H -3.297 0.906 1.802
H -4.813 0.131 2.511
H -4.587 0.454 0.848
H -2.860 -1.259 0.618
H -2.901 -1.349 3.657
H -1.801 -2.152 2.439
C 3.196 -2.282 -4.436
C 3.206 -2.589 -2.946
C 1.996 -3.029 -2.270
O 2.406 -4.115 -1.480
C 3.469 -4.549 -1.986
O 3.967 -5.626 -1.698
O 3.952 -3.738 -2.899
H 2.507 -1.451 -4.589
H 2.730 -3.060 -5.040
H 4.169 -1.986 -4.827
H 3.782 -1.880 -2.350
H 1.121 -3.225 -2.890
H 1.771 -2.314 -1.479
C -4.223 -4.069 -2.046
C -3.376 -2.853 -2.568
C -2.297 -2.232 -1.653
O -1.120 -2.551 -2.414
C -1.394 -2.987 -3.655
O -0.540 -3.190 -4.511
O -2.655 -3.294 -3.725
H -3.617 -4.973 -1.992
H -5.007 -4.473 -2.687
H -4.553 -3.835 -1.034
H -4.061 -2.051 -2.842
H -2.479 -2.624 -0.653
H -2.235 -1.143 -1.636
```

Summary:
Spin multiplicity: 2
Kohn-Sham gap (alpha / beta): 8.76 / 2.35 eV
E_LUMO (alpha / beta): -1.15 / -7.55 eV
Charge: 0

Density functional theory data (wB97M-V/def2-TZVPD) for a molecular structure, C13H20AlBr3ClKMgO10PS2.

```
53
Properties=species:S:1:pos:R:3
O 3.984 -0.551 -3.191
P 2.622 -1.467 -2.659
Br 2.532 -3.441 -3.789
S 0.904 -0.290 -3.340
Br -0.761 -1.052 -2.050
H 3.851 0.391 -2.885
H 0.691 -0.599 -4.678
C 0.125 2.492 3.517
C 0.828 3.221 2.378
C 0.329 2.799 0.993
C 0.567 1.319 0.651
C 2.026 0.857 0.716
C 2.929 1.571 -0.284
H 0.306 1.415 3.479
H 0.492 2.856 4.479
H -0.954 2.663 3.481
H 1.910 3.076 2.460
H 0.654 4.296 2.496
H 0.805 3.436 0.243
H -0.742 3.005 0.921
H 0.184 1.130 -0.351
H -0.029 0.690 1.322
H 2.058 -0.219 0.506
H 2.425 0.983 1.727
H 2.572 1.419 -1.310
H 3.949 1.179 -0.217
H 2.975 2.645 -0.093
C -5.660 -1.358 1.860
C -4.415 -1.838 1.698
C -3.753 -1.807 0.385
O -2.613 -2.247 0.227
C -4.509 -1.228 -0.740
C -5.759 -0.747 -0.566
C -6.412 -0.781 0.741
O -7.580 -0.330 0.902
H -6.163 -1.375 2.820
H -3.849 -2.266 2.516
H -3.984 -1.212 -1.749
H -6.329 -0.317 -1.381
C 3.166 2.682 6.074
O 4.182 2.746 6.753
O 2.190 1.944 6.310
O 2.950 3.344 5.040
Mg -8.388 1.338 1.083
O 3.598 -6.350 -4.943
S 4.963 -5.846 -5.160
O 4.902 -4.441 -5.596
O 5.625 -6.658 -6.191
O 5.731 -5.935 -3.909
K 4.884 0.356 -4.879
Al -5.247 -3.338 -0.832
Cl -4.576 -1.233 -3.326
Br -0.189 3.073 -1.660
```

Summary:
Kohn-Sham gap: 1.19 eV
E_LUMO: -7.76 eV
Charge: +1

Density functional theory data (wB97M-V/def2-TZVPD) for a molecular structure, C17H15BeN2PS3SbSe.

```
41
Properties=species:S:1:pos:R:3
Be 0.485 -0.099 -1.021
N -0.812 -0.525 1.787
P 0.381 0.713 1.904
C 1.279 -0.012 3.408
C 2.665 -0.116 3.363
C 3.380 -0.587 4.459
C 2.715 -0.967 5.616
C 1.331 -0.864 5.676
C 0.625 -0.382 4.583
C -0.625 1.883 2.949
C -2.008 1.991 2.836
C -2.711 2.938 3.569
C -2.040 3.808 4.416
C -0.658 3.724 4.525
C 0.038 2.767 3.800
C -1.295 -1.319 0.779
C -2.296 -2.243 1.135
C -2.866 -3.040 0.172
C -2.430 -2.923 -1.139
C -1.424 -2.021 -1.408
N -0.870 -1.215 -0.487
H -1.184 -0.801 2.683
H 3.174 0.149 2.444
H 4.459 -0.670 4.402
H 3.270 -1.343 6.467
H 0.802 -1.152 6.578
H -0.452 -0.269 4.667
H -2.528 1.341 2.142
H -3.788 3.006 3.464
H -2.589 4.552 4.983
H -0.120 4.403 5.178
H 1.117 2.700 3.896
H -2.604 -2.308 2.172
H -3.635 -3.755 0.442
H -2.806 -3.555 -1.930
H -1.003 -1.914 -2.399
S 1.141 -4.072 -1.591
Sb 2.416 -2.143 -1.863
S 0.958 -0.513 -2.989
S 2.122 -0.756 0.140
Se -0.239 1.908 -0.278
```

Summary:
Spin multiplicity: 2
Kohn-Sham gap (alpha / beta): 4.77 / 4.88 eV
E_LUMO (alpha / beta): 4.53 / 4.51 eV
Charge: -2

Density functional theory data (wB97M-V/def2-TZVPD) for 4 unconnected molecules or ions with the total composition C15H25BO11.

```
52
Properties=species:S:1:pos:R:3
C 7.429 -0.579 -1.596
C 6.473 -1.035 -0.525
C 5.160 -0.284 -0.469
O 4.809 -0.390 0.917
C 5.960 -0.519 1.625
O 6.041 -0.431 2.804
O 6.997 -0.766 0.789
H 8.361 -1.139 -1.544
H 6.989 -0.727 -2.583
H 7.668 0.477 -1.469
H 6.299 -2.113 -0.596
H 4.380 -0.718 -1.089
H 5.275 0.773 -0.720
C -4.590 -4.352 4.313
C -3.639 -3.525 3.486
C -3.215 -2.212 4.107
O -2.963 -1.395 2.958
C -3.743 -1.860 1.946
O -3.935 -1.299 0.921
O -4.270 -3.064 2.278
H -4.877 -5.257 3.780
H -4.122 -4.638 5.255
H -5.499 -3.789 4.524
H -2.765 -4.116 3.197
H -2.319 -2.285 4.719
H -4.018 -1.755 4.690
C -1.654 3.413 -3.914
C -2.617 2.848 -2.901
C -3.977 3.511 -2.862
O -4.366 3.328 -1.496
C -3.234 3.237 -0.755
O -3.200 3.283 0.428
O -2.150 3.090 -1.560
H -0.687 2.914 -3.849
H -2.046 3.282 -4.922
H -1.489 4.475 -3.731
H -2.716 1.765 -3.024
H -4.707 3.054 -3.525
H -3.915 4.582 -3.068
C -1.061 0.310 0.685
B 0.040 -0.114 -0.356
O -0.121 -1.305 -1.068
C 1.323 0.784 -0.601
C 1.691 1.011 -2.034
O 2.044 2.104 -2.410
H -1.974 0.487 0.123
H -1.234 -0.497 1.389
H -0.739 1.209 1.196
H -0.072 -2.048 -0.455
H 1.180 1.762 -0.154
H 2.150 0.307 -0.068
H 1.647 0.207 -2.786
```

Summary:
Kohn-Sham gap: 9.72 eV
E_LUMO: 0.28 eV
SMILES: C[C@@H]1COC(=O)O1.C[C@@H]1COC(=O)O1.C[C@@H]1COC(=O)O1.CB(O)CC=O
Charge: 0

Density functional theory data (wB97M-V/def2-TZVPD) for C9H9NS in the gas phase.

```
20
Properties=species:S:1:pos:R:3
S -1.151 -1.340 2.606
N 0.092 -0.942 1.576
C 0.822 0.506 2.231
C 1.148 1.512 1.443
C 1.369 1.396 -0.069
C 0.407 0.289 -0.582
C 0.255 0.327 -1.992
C -0.643 -0.501 -2.572
C -1.250 -1.471 -1.810
C -1.052 -1.562 -0.426
C -0.177 -0.684 0.194
H -1.866 -0.359 3.036
H 0.846 0.516 3.339
H 1.407 2.433 1.883
H 2.342 1.036 -0.068
H 1.176 2.311 -0.564
H 0.836 1.080 -2.505
H -0.794 -0.370 -3.560
H -2.079 -1.955 -2.210
H -1.687 -2.221 0.050
```

Summary:
Kohn-Sham gap: 9.38 eV
E_LUMO: 0.84 eV
SMILES: SN1C=CCc2ccccc21
Charge: 0

Density functional theory data (wB97M-V/def2-TZVPD) for a molecular structure, C36H37N4O3RbSi.

```
82
Properties=species:S:1:pos:R:3
Rb -0.437 0.114 -0.568
O -1.515 0.486 -2.915
C -2.454 -0.275 -3.327
C -2.375 -0.989 -4.563
C -3.390 -1.810 -5.011
C -4.562 -1.988 -4.271
C -4.668 -1.314 -3.059
C -3.659 -0.494 -2.578
C -3.869 0.189 -1.265
N -3.433 -0.267 -0.170
C -3.769 0.444 1.058
C -2.521 0.865 1.829
N -1.923 -0.274 2.503
C -0.959 -0.109 3.317
C -0.213 1.096 3.730
C 0.142 1.167 5.081
C 0.811 2.246 5.629
C 1.170 3.294 4.765
C 0.892 3.237 3.421
C 0.234 2.111 2.811
O 0.090 2.033 1.556
H -1.463 -0.866 -5.136
H -3.268 -2.331 -5.956
H -5.356 -2.636 -4.621
H -5.563 -1.441 -2.454
H -4.474 1.110 -1.274
H -4.338 -0.242 1.692
H -4.388 1.331 0.852
H -2.801 1.640 2.557
H -1.813 1.352 1.159
H -0.657 -1.017 3.851
H -0.141 0.334 5.721
H 1.060 2.275 6.682
H 1.699 4.156 5.162
H 1.210 4.026 2.747
C 4.983 0.653 -2.094
Si 3.661 0.596 -0.735
C 4.608 0.808 0.885
C 2.603 2.120 -0.947
N 2.646 -0.738 -0.789
C 2.945 -2.038 -0.775
C 4.259 -2.596 -0.678
C 4.523 -3.954 -0.734
C 3.495 -4.877 -0.893
C 2.191 -4.388 -0.973
C 1.931 -3.038 -0.880
O 0.618 -2.569 -0.989
C -0.376 -3.220 -0.307
C -1.639 -3.218 -0.882
C -2.695 -3.825 -0.219
C -2.504 -4.427 1.015
C -1.239 -4.401 1.593
C -0.173 -3.801 0.942
H 5.570 1.575 -2.008
H 4.527 0.627 -3.088
H 5.670 -0.195 -2.024
H 5.306 1.651 0.821
H 5.180 -0.092 1.130
H 3.918 0.996 1.713
H 3.167 3.054 -0.846
H 1.830 2.114 -0.171
H 2.115 2.116 -1.928
H 5.083 -1.899 -0.560
H 5.551 -4.296 -0.655
H 3.689 -5.940 -0.953
H 1.356 -5.070 -1.092
H -1.797 -2.722 -1.833
H -3.678 -3.795 -0.673
H -3.335 -4.888 1.535
H -1.079 -4.838 2.572
H 0.810 -3.770 1.391
C 0.124 5.529 -0.474
C -0.644 5.296 0.655
C -1.530 4.232 0.640
N -1.701 3.438 -0.414
C -0.951 3.661 -1.488
C -0.025 4.693 -1.567
H 0.848 6.336 -0.492
H -0.534 5.899 1.548
H -2.110 3.988 1.524
H -1.081 2.954 -2.306
H 0.582 4.810 -2.455
```

Summary:
Kohn-Sham gap: 5.35 eV
E_LUMO: 3.95 eV
Charge: -2

Density functional theory data (wB97M-V/def2-TZVPD) for 2 unconnected molecules or ions with the total composition CF3NO2.

```
7
Properties=species:S:1:pos:R:3
C -0.549 0.148 -1.127
N 0.844 -0.137 1.566
O 0.159 0.196 2.416
O 1.747 -0.893 1.426
F -0.738 1.517 -1.097
F -1.724 -0.472 -1.154
F 0.261 -0.358 -2.030
```

Summary:
Kohn-Sham gap (alpha / beta): 9.60 / 8.81 eV
E_LUMO (alpha / beta): -0.71 / -1.39 eV
Charge: 0

Density functional theory data (wB97M-V/def2-TZVPD) for C3H10N2O in the gas phase.

```
16
Properties=species:S:1:pos:R:3
C -0.495 0.024 0.154
C -0.568 -1.146 -0.809
C 1.869 -0.257 0.682
N 0.687 0.569 0.587
N -0.982 1.531 -0.640
O -1.453 -0.205 1.171
H -1.098 0.263 1.942
H 0.000 1.817 -0.147
H -1.925 1.739 -0.318
H -0.927 1.416 -1.648
H 0.033 -0.945 -1.698
H -0.178 -2.039 -0.321
H -1.602 -1.351 -1.096
H 2.238 -0.601 -0.299
H 2.674 0.332 1.126
H 1.727 -1.148 1.314
```

Summary:
Kohn-Sham gap: 8.17 eV
E_LUMO: 0.81 eV
Charge: 0

Density functional theory data (wB97M-V/def2-TZVPD) for 4 unconnected molecules or ions with the total composition C2H6N2OS.

```
12
Properties=species:S:1:pos:R:3
C -2.467 -0.825 -0.055
C -0.009 1.406 -0.097
H -2.930 -1.350 1.437
H -2.219 -2.060 -1.057
H -2.975 0.664 -0.578
H 0.154 2.565 0.134
H 2.123 1.277 0.323
H 0.892 -1.753 0.615
N -1.208 1.005 -0.175
N 1.158 0.702 0.267
O -1.090 -0.400 0.194
S 1.806 -0.724 -0.134
```

Summary:
Kohn-Sham gap: 8.62 eV
E_LUMO: 0.13 eV
Charge: 0

Density functional theory data (wB97M-V/def2-TZVPD) for a molecular structure, C28H35AsN8O4S2Sr.

```
79
Properties=species:S:1:pos:R:3
Sr -0.197 0.646 -0.458
C 3.674 -0.686 2.619
N 3.937 -1.414 1.379
C 4.759 -0.800 0.360
C 3.081 -2.402 0.978
N 2.934 -2.883 -0.192
N 2.351 -3.006 2.049
C 0.987 -2.772 2.141
N 0.288 -3.821 2.713
N 0.491 -1.648 1.806
H 4.370 0.150 2.678
H 3.832 -1.323 3.487
H 2.651 -0.304 2.653
H 5.483 -0.139 0.832
H 4.177 -0.225 -0.371
H 5.314 -1.566 -0.185
H 3.479 -2.397 -0.896
H 2.629 -3.966 2.185
H 0.599 -4.742 2.437
H -0.711 -3.733 2.595
H -0.515 -1.626 1.936
S -2.454 -1.082 0.071
C -2.593 -1.128 -1.692
C -3.738 -0.648 -2.336
C -3.819 -0.673 -3.718
C -2.763 -1.166 -4.476
C -1.630 -1.657 -3.844
C -1.550 -1.674 -2.455
As 0.042 -2.200 -1.401
C 1.150 -2.788 -2.925
C 0.853 -3.908 -3.702
C 1.606 -4.211 -4.826
C 2.671 -3.399 -5.192
C 2.972 -2.279 -4.433
C 2.211 -1.977 -3.311
C -0.439 -3.996 -0.764
C -1.736 -4.370 -0.426
C -1.993 -5.648 0.058
C -0.964 -6.567 0.207
C 0.330 -6.204 -0.141
C 0.590 -4.928 -0.623
H -4.543 -0.244 -1.737
H -4.708 -0.299 -4.212
H -2.820 -1.168 -5.557
H -0.809 -2.028 -4.444
H 0.020 -4.546 -3.428
H 1.357 -5.081 -5.423
H 3.258 -3.635 -6.071
H 3.799 -1.638 -4.713
H 2.430 -1.077 -2.746
H -2.545 -3.660 -0.522
H -3.009 -5.924 0.314
H -1.171 -7.563 0.577
H 1.141 -6.917 -0.047
H 1.607 -4.647 -0.878
C 2.940 2.691 1.363
S 1.352 2.661 0.581
O 1.574 2.032 -0.735
O 0.836 4.005 0.550
O 0.523 1.738 1.394
H 3.650 3.126 0.663
H 3.218 1.675 1.622
H 2.863 3.309 2.254
C 1.887 3.492 -3.957
N 0.548 3.305 -3.406
C -0.067 4.333 -2.778
C -1.023 4.151 -1.845
C -1.232 2.804 -1.447
N -0.901 1.821 -2.254
C 0.123 1.988 -3.164
O 0.644 1.040 -3.714
N -1.783 2.460 -0.190
H 1.909 4.399 -4.560
H 2.122 2.634 -4.578
H 2.610 3.562 -3.144
H 0.295 5.321 -3.034
H -1.439 4.989 -1.309
H -2.169 3.312 0.207
H -1.031 2.246 0.494
```

Summary:
Kohn-Sham gap: 6.33 eV
E_LUMO: -0.33 eV
Charge: 0

Density functional theory data (wB97M-V/def2-TZVPD) for C6H12O in the gas phase.

```
19
Properties=species:S:1:pos:R:3
C -1.987 -1.087 -0.521
C -0.826 -0.120 -0.178
C -1.368 1.085 0.583
C 0.317 -0.729 0.630
O 1.195 -1.568 -0.078
C 1.792 -0.437 0.535
C 2.380 0.748 -0.146
H -2.717 -0.581 -1.172
H -1.657 -1.988 -1.048
H -2.527 -1.400 0.381
H -0.391 0.203 -1.135
H -1.736 0.770 1.568
H -2.200 1.555 0.050
H -0.584 1.834 0.734
H 0.368 -0.680 1.714
H 2.411 -0.807 1.372
H 1.648 1.220 -0.801
H 3.281 0.484 -0.700
H 2.659 1.476 0.632
```

Summary:
Kohn-Sham gap: 10.38 eV
E_LUMO: 1.11 eV
SMILES: CC(C)[C@H]1O[C@H]1C
Charge: 0

Density functional theory data (wB97M-V/def2-TZVPD) for 2 unconnected molecules or ions with the total composition C4H3F4O3.

```
14
Properties=species:S:1:pos:R:3
C -0.624 1.099 1.320
C -0.394 -0.502 -0.827
C 0.033 -0.338 1.193
C -0.546 -1.583 1.689
O 0.223 1.916 1.715
O -1.835 1.312 1.093
O 1.397 -0.223 1.436
F -0.186 -1.778 -1.222
F -1.701 -2.068 0.992
F -0.941 -1.528 2.980
F 0.310 -2.603 1.640
H 0.445 0.121 -1.201
H -1.443 -0.229 -1.069
H 1.584 0.733 1.543
```

Summary:
Kohn-Sham gap: 8.92 eV
E_LUMO: 3.95 eV
Charge: -1

The following max |F| values (in Eh/bohr) correspond, in order, to the records above: 0.1299 0.0853 0.0066 0.0253 0.1224 0.0154 0.0731 0.0356 0.1084 0.1448 0.0512 0.1023.
The following E values (in eV) correspond, in order, to the records above: -130347.3564 -316232.8017 -134938.0653 -39160.9465 -21801.2175 -58571.1927 -14768.8568 -8298.5381 -18023.0054 -133061.7913 -8462.1651 -21209.7437.